Entry 1:
C26H19F8N8S3SbSe4W | ωB97M-V with the def2-TZVPD basis set

XYZ file:
```
70
Properties=species:S:1:pos:R:3:nbo_charge:R:1
W 0.092 -0.403 -0.005 0.628
C -2.296 -1.815 -3.591 -0.689
C -1.616 -1.615 -2.282 0.298
N -0.983 -0.547 -1.946 -0.271
N -1.069 0.499 -2.840 -0.438
C -0.200 1.438 -2.630 0.307
N -0.258 2.527 -3.433 -0.776
S 1.039 1.416 -1.413 -0.051
C -1.662 -2.655 -1.255 0.150
C -2.181 -3.913 -1.505 -0.215
C -2.197 -4.847 -0.482 -0.122
C -1.707 -4.478 0.753 -0.211
C -1.202 -3.203 0.930 0.098
N -1.175 -2.297 -0.051 -0.437
H -2.330 -0.886 -4.149 0.271
H -3.309 -2.193 -3.443 0.234
H -1.739 -2.556 -4.170 0.247
H -0.855 2.472 -4.241 0.404
H 0.532 3.144 -3.472 0.403
H -2.556 -4.160 -2.486 0.235
H -2.574 -5.846 -0.656 0.232
H -1.688 -5.165 1.587 0.238
H -0.816 -2.884 1.884 0.246
C 0.942 5.108 3.364 -0.664
C 1.784 4.026 2.806 0.357
N 3.076 4.013 2.764 -0.244
N 3.381 2.826 2.161 -0.357
C 2.309 2.103 1.821 0.256
S 2.388 0.570 1.094 0.034
N 1.275 2.873 2.236 -0.219
N -0.040 2.490 2.085 -0.620
H 1.588 5.929 3.662 0.259
H 0.384 4.757 4.233 0.241
H 0.227 5.471 2.625 0.235
H 4.339 2.562 2.009 0.435
H -0.613 3.245 1.736 0.391
H -0.414 2.073 2.929 0.392
Se 3.548 -4.624 1.540 -0.466
Sb 3.220 -4.235 -0.785 1.055
Se 4.624 -3.720 -2.580 -0.529
Se 1.500 -5.997 -0.819 -0.377
Se 1.789 -1.927 -0.519 -0.191
F 1.493 -3.853 8.768 -0.320
C 0.622 -2.841 8.635 0.965
F 1.042 -1.847 9.446 -0.327
F -0.559 -3.262 9.131 -0.325
C 0.488 -2.378 7.213 -0.094
C 1.298 -2.893 6.213 -0.188
C 1.144 -2.453 4.908 -0.187
C 0.173 -1.497 4.599 -0.126
C -0.633 -0.981 5.617 -0.178
C -0.473 -1.418 6.918 -0.203
C 0.019 -1.089 3.235 0.003
C -0.053 -0.749 2.072 -0.348
H 2.047 -3.637 6.447 0.235
H 1.774 -2.847 4.119 0.239
H -1.389 -0.246 5.374 0.219
H -1.099 -1.022 7.707 0.228
F -6.502 -1.017 -2.600 -0.285
C -5.472 -0.538 -1.904 0.264
C -4.841 0.629 -2.299 0.261
F -5.266 1.278 -3.385 -0.287
C -3.769 1.110 -1.570 0.346
F -3.213 2.248 -1.987 -0.293
C -3.279 0.455 -0.441 -0.284
S -1.872 1.097 0.413 -0.097
C -3.963 -0.688 -0.049 0.313
F -3.613 -1.344 1.061 -0.299
C -5.032 -1.195 -0.769 0.292
F -5.648 -2.309 -0.365 -0.294
```

Properties
<S²> = 2.03
Kohn-Sham gap (spin up / spin down) = 6.03 / 6.05 eV
E_tot = -363184.08919 eV
highest occupied orbital energy (spin up / spin down) = -7.618 / -7.988 eV
lowest unoccupied orbital energy (spin up / spin down) = -1.59 / -1.93 eV
relative energy (zero: lowest compared OMol25 entry of this formula, charge and spin) = 0.0 kcal/mol
multiplicity = 3

Entry 2:
C26H19IrN4O4 | ωB97M-V with the def2-TZVPD basis set

XYZ file:
```
54
Properties=species:S:1:pos:R:3:nbo_charge:R:1
Ir 0.588 -0.031 0.161 1.269
O 2.092 3.193 2.082 -0.606
C 1.798 2.248 1.369 0.618
N 0.785 1.360 1.514 -0.598
C -0.296 1.489 2.414 0.161
C -0.439 2.504 3.354 -0.241
C -1.558 2.516 4.170 -0.231
C -2.517 1.523 4.051 -0.212
C -2.383 0.506 3.120 -0.234
C -1.263 0.469 2.286 0.122
N -0.942 -0.565 1.369 -0.650
C -1.800 -1.606 1.156 0.643
O -3.003 -1.618 1.364 -0.603
C -1.165 -2.891 0.672 0.126
C -1.926 -3.754 -0.109 -0.225
C -1.371 -4.959 -0.494 -0.181
C -0.089 -5.269 -0.062 -0.268
C 0.575 -4.354 0.739 0.035
N 0.060 -3.180 1.101 -0.406
C 2.643 1.953 0.147 0.139
C 3.731 2.746 -0.155 -0.202
C 4.480 2.456 -1.284 -0.147
C 4.116 1.374 -2.067 -0.245
C 3.015 0.623 -1.702 0.068
N 2.286 0.907 -0.622 -0.440
H 0.321 3.262 3.439 0.246
H -1.676 3.306 4.900 0.209
H -3.392 1.537 4.689 0.209
H -3.141 -0.252 3.028 0.248
H -2.932 -3.466 -0.383 0.241
H -1.929 -5.654 -1.109 0.217
H 0.384 -6.207 -0.323 0.219
H 1.572 -4.572 1.109 0.192
H 3.955 3.569 0.508 0.259
H 5.334 3.064 -1.549 0.227
H 4.671 1.106 -2.955 0.231
H 2.698 -0.230 -2.287 0.211
C 0.274 -2.929 -3.112 -0.704
C 0.329 -1.597 -2.425 0.617
O 0.497 -1.637 -1.196 -0.592
C 0.157 -0.351 -3.154 -0.329
C 0.363 -0.296 -4.547 -0.135
C 0.186 0.867 -5.254 -0.270
C -0.235 2.016 -4.573 -0.150
C -0.454 1.995 -3.218 -0.286
C -0.252 0.821 -2.467 0.476
O -0.541 0.879 -1.188 -0.637
H -0.781 -3.181 -3.255 0.254
H 0.716 -3.684 -2.467 0.249
H 0.749 -2.932 -4.089 0.227
H 0.677 -1.183 -5.078 0.210
H 0.364 0.892 -6.320 0.220
H -0.387 2.938 -5.120 0.219
H -0.783 2.876 -2.684 0.232
```

Properties
Kohn-Sham gap = 6.50 eV
E_tot = -44260.88235 eV
highest occupied orbital energy = -7.205 eV
lowest unoccupied orbital energy = -0.70 eV

Entry 3:
C26H20BrMoN6O2SSe4 | ωB97M-V with the def2-TZVPD basis set

XYZ file:
```
61
Properties=species:S:1:pos:R:3:nbo_charge:R:1
Mo 0.963 12.591 17.776 0.863
Se 0.943 15.168 18.429 -0.032
Se -1.001 20.494 12.728 -0.445
C -2.150 19.937 13.997 0.009
C -2.539 21.013 14.892 -0.300
C -3.259 20.706 16.057 -0.193
C -3.562 19.372 16.315 -0.373
C -3.208 18.460 15.303 0.047
N -2.570 18.662 14.191 -0.498
C 1.482 15.108 16.609 0.091
C 1.827 16.290 15.826 -0.230
C 2.124 15.996 14.498 -0.135
C 2.085 14.777 13.928 -0.250
C 1.731 13.677 14.743 0.070
N 1.457 13.918 16.063 -0.531
H -2.364 22.044 14.586 0.220
H -3.557 21.505 16.769 0.190
H -4.074 19.115 17.225 0.197
H -3.375 17.396 15.495 0.149
H 2.170 17.192 16.303 0.245
H 2.703 16.832 14.001 0.237
H 2.308 14.610 12.874 0.240
H 1.477 12.655 14.361 0.238
Se 3.885 9.468 15.304 0.035
C 2.842 10.383 16.299 0.197
N 2.049 11.131 16.820 -0.737
Se -0.032 11.243 19.785 0.510
C -1.502 12.004 20.802 -0.177
C -1.216 12.473 22.067 -0.269
C -2.333 12.837 22.875 0.052
N -3.594 12.859 22.455 -0.400
C -3.808 12.254 21.279 0.055
C -2.795 11.809 20.381 -0.281
H -0.222 12.577 22.458 0.238
H -2.206 13.385 23.817 0.201
H -4.841 12.161 21.048 0.200
H -3.118 11.451 19.356 0.258
S 1.806 12.495 19.872 -0.048
Br -3.031 7.137 18.445 0.046
C -1.282 6.648 17.894 -0.043
C -0.736 5.694 18.694 -0.272
C 0.583 5.292 18.439 -0.203
C 1.216 5.585 17.224 -0.253
C 0.586 6.447 16.325 -0.120
C -0.578 7.157 16.779 -0.174
C -0.952 8.404 16.129 0.723
O -1.951 9.070 16.530 -0.776
O -0.087 8.676 15.236 -0.771
H -1.239 5.288 19.520 0.215
H 1.105 4.658 19.155 0.201
H 2.195 5.242 17.062 0.207
H 0.871 6.525 15.269 0.245
N -3.034 12.761 16.335 -0.490
C -2.500 11.721 15.661 -0.005
C -1.147 11.692 15.889 -0.057
N -0.943 12.666 16.873 -0.520
C -2.088 13.336 17.102 0.189
H -4.044 12.755 16.515 0.437
H -3.034 11.197 14.900 0.244
H -0.268 11.150 15.525 0.284
H -2.225 14.191 17.775 0.247
```

Properties
<S²> = 2.03
Kohn-Sham gap (spin up / spin down) = 2.32 / 2.69 eV
E_tot = -384439.35371 eV
highest occupied orbital energy (spin up / spin down) = -3.130 / -3.130 eV
charge = -1
lowest unoccupied orbital energy (spin up / spin down) = -0.81 / -0.44 eV
relative energy (zero: lowest compared OMol25 entry of this formula, charge and spin) = 83.5 kcal/mol
multiplicity = 3

Entry 4:
C26H20FeNP2S2Se | ωB97M-V with the def2-TZVPD basis set

XYZ file:
```
53
Properties=species:S:1:pos:R:3:nbo_charge:R:1
Fe -0.408 -2.937 0.114 0.963
S 1.809 -2.929 -0.648 -0.655
P 0.813 -1.168 -1.051 1.313
C -0.633 -0.733 -0.284 -1.468
P -0.782 -0.815 1.408 1.354
S -0.686 -2.609 2.414 -0.642
C 0.423 0.306 2.225 -0.402
C 1.541 -0.184 2.887 -0.192
C 2.522 0.687 3.355 -0.219
C 2.390 2.054 3.164 -0.214
C 1.278 2.554 2.495 -0.235
C 0.305 1.684 2.022 -0.135
C -2.397 -0.096 1.858 -0.400
C -2.674 0.202 3.193 -0.122
C -3.918 0.689 3.560 -0.245
C -4.905 0.865 2.592 -0.213
C -4.638 0.556 1.266 -0.196
C -3.382 0.080 0.898 -0.176
C 0.489 -1.181 -2.848 -0.401
C 1.543 -1.275 -3.758 -0.120
C 1.289 -1.333 -5.119 -0.245
C -0.025 -1.309 -5.582 -0.215
C -1.074 -1.217 -4.679 -0.205
C -0.817 -1.151 -3.312 -0.183
C 2.043 0.199 -0.888 -0.284
C 1.658 1.495 -1.254 -0.217
C 2.515 2.568 -1.047 -0.213
C 3.762 2.362 -0.456 -0.219
C 4.141 1.084 -0.082 -0.219
C 3.282 0.008 -0.302 -0.217
H 1.637 -1.253 3.030 0.238
H 3.392 0.293 3.867 0.205
H 3.153 2.731 3.531 0.203
H 1.175 3.621 2.334 0.205
H -0.551 2.070 1.477 0.215
H -1.909 0.043 3.946 0.210
H -4.126 0.919 4.599 0.203
H -5.884 1.232 2.877 0.202
H -5.410 0.667 0.514 0.210
H -3.158 -0.176 -0.131 0.246
H 2.563 -1.307 -3.392 0.210
H 2.112 -1.404 -5.821 0.203
H -0.227 -1.370 -6.645 0.202
H -2.098 -1.203 -5.035 0.208
H -1.621 -1.084 -2.589 0.252
H 0.674 1.656 -1.683 0.227
H 2.210 3.568 -1.336 0.204
H 4.428 3.199 -0.280 0.202
H 5.105 0.918 0.387 0.205
H 3.573 -0.994 -0.008 0.234
Se -2.072 -4.101 -1.065 -0.284
C -3.690 -3.435 -0.500 0.059
N -4.743 -3.047 -0.219 -0.441
```

Properties
<S²> = 6.02
Kohn-Sham gap (spin up / spin down) = 7.15 / 7.75 eV
E_tot = -168761.97541 eV
highest occupied orbital energy (spin up / spin down) = -4.457 / -5.060 eV
charge = -1
lowest unoccupied orbital energy (spin up / spin down) = 2.69 / 2.69 eV
relative energy (zero: lowest compared OMol25 entry of this formula, charge and spin) = 13.3 kcal/mol
multiplicity = 5

- E_tot of number 1 (C26H19F8N8S3SbSe4W)?
  -363184.08919 eV

- Which formula does entry 1 have?
  C26H19F8N8S3SbSe4W